Record 1
CH4Br2Si | the ωB97M-V functional and the def2-TZVPD basis

```
8
Properties=species:S:1:pos:R:3
C -0.752 0.076 -0.484
Si 1.029 -0.008 0.452
Br -1.691 -1.714 -0.180
Br -1.902 1.461 0.085
H -0.850 0.276 -1.841
H 1.152 0.317 1.896
H 1.768 0.960 -0.209
H 1.245 -1.367 0.281
```

Values from the calculation:
**Gap between HOMO and LUMO**: 10.13 eV

Atom charges from the natural (NBO) analysis, given in e for atoms 1 to 2:
1. C -0.822
2. Si 0.953



Record 2
C5H11NO | the ωB97M-V functional and the def2-TZVPD basis

```
18
Properties=species:S:1:pos:R:3
C -2.226 -1.120 -0.967
C -1.076 -1.917 -0.289
C -0.735 -1.808 0.995
N 0.332 -2.507 1.589
H -2.769 -0.475 -0.262
H -1.878 -0.471 -1.775
H -2.975 -1.868 -1.302
H -0.587 -2.706 -0.869
H -1.273 -1.170 1.744
H 0.895 -1.982 2.243
H 0.955 -2.975 0.953
C 1.212 3.282 -1.356
C 1.190 2.734 -0.085
O 1.373 1.335 0.053
H 0.926 4.348 -1.473
H 1.222 2.696 -2.315
H 0.880 3.354 0.796
H 1.109 1.093 0.929
```

Values from the calculation:
**Gap between HOMO and LUMO**: 8.78 eV

Atom charges from the natural (NBO) analysis, given in e for atoms 1 to 2:
1. C -0.629
2. C -0.274



Record 3
CH6NS | the ωB97M-V functional and the def2-TZVPD basis

```
9
Properties=species:S:1:pos:R:3
S -0.606 1.057 1.836
H -1.592 0.440 2.459
C 0.132 -0.889 -2.228
N 1.252 -1.007 -1.342
H -0.034 -1.895 -2.629
H 0.364 -0.090 -3.021
H -0.754 -0.559 -1.665
H 1.175 -0.445 -0.501
H 1.417 -1.975 -1.087
```

Values from the calculation:
**Gap between HOMO and LUMO (alpha / beta)**: 9.78 / 6.16 eV
**Multiplicity**: 2

Atom charges from the natural (NBO) analysis, given in e for atoms 1 to 2:
1. S -0.090
2. H 0.091



Record 4
C41H52INO5SeW | the ωB97M-V functional and the def2-TZVPD basis

```
102
Properties=species:S:1:pos:R:3
W -1.537 0.070 1.025
C 4.337 -2.764 -2.900
C 3.083 -2.232 -3.609
C 2.719 -3.186 -4.746
C 3.376 -0.847 -4.205
C 1.957 -2.102 -2.586
C 2.117 -1.246 -1.496
C 1.079 -1.115 -0.600
Se 1.172 -0.103 1.004
C 1.438 1.695 0.513
C 2.677 2.227 0.222
C 2.772 3.603 0.003
C 1.612 4.362 0.142
C 0.349 3.853 0.468
C 0.296 2.477 0.642
O -0.884 1.817 0.916
C -0.871 4.760 0.658
C -0.540 6.222 0.358
C -2.015 4.341 -0.279
C -1.324 4.655 2.124
C 4.128 4.216 -0.336
C 4.030 5.718 -0.606
C 5.079 3.986 0.848
C 4.693 3.531 -1.589
C -0.105 -1.827 -0.720
O -1.093 -1.567 0.242
C -0.291 -2.729 -1.760
C 0.766 -2.822 -2.671
C -1.552 -3.589 -1.894
C -2.800 -2.695 -1.898
C -1.586 -4.600 -0.739
C -1.558 -4.391 -3.198
H 5.155 -2.851 -3.615
H 4.155 -3.751 -2.471
H 4.665 -2.101 -2.099
H 3.547 -3.229 -5.453
H 1.837 -2.849 -5.295
H 2.545 -4.202 -4.388
H 4.178 -0.927 -4.939
H 3.698 -0.132 -3.446
H 2.497 -0.440 -4.706
H 3.030 -0.683 -1.358
H 3.550 1.591 0.176
H 1.690 5.425 -0.015
H -0.214 6.366 -0.673
H 0.228 6.615 1.026
H -1.437 6.823 0.509
H -1.684 4.319 -1.319
H -2.829 5.063 -0.204
H -2.414 3.360 -0.019
H -0.534 4.980 2.802
H -1.587 3.629 2.389
H -2.195 5.292 2.291
H 3.689 6.270 0.272
H 3.364 5.939 -1.442
H 5.018 6.099 -0.863
H 4.705 4.473 1.750
H 6.061 4.403 0.619
H 5.210 2.924 1.064
H 4.024 3.656 -2.443
H 4.857 2.463 -1.433
H 5.656 3.972 -1.846
H 0.650 -3.504 -3.497
H -2.948 -2.176 -0.951
H -3.686 -3.301 -2.093
H -2.728 -1.944 -2.689
H -2.545 -5.121 -0.720
H -1.416 -4.140 0.235
H -0.804 -5.348 -0.874
H -1.555 -3.743 -4.076
H -2.466 -4.994 -3.237
H -0.710 -5.073 -3.264
O -2.356 -0.024 4.687
C -1.659 -0.736 4.041
O -1.152 -0.251 2.818
C -1.245 -2.119 4.340
C -1.702 -2.670 5.536
C -1.370 -3.974 5.858
C -0.585 -4.725 4.993
C -0.123 -4.175 3.802
C -0.451 -2.870 3.476
H -2.307 -2.066 6.199
H -1.716 -4.404 6.788
H -0.324 -5.743 5.249
H 0.500 -4.761 3.140
H -0.079 -2.440 2.556
I -3.989 1.808 2.404
C -4.378 -0.223 2.330
C -5.536 -0.758 2.858
C -5.713 -2.132 2.779
C -4.735 -2.910 2.178
C -3.607 -2.298 1.674
N -3.430 -0.967 1.749
H -6.270 -0.115 3.321
H -6.607 -2.585 3.186
H -4.835 -3.983 2.099
H -2.819 -2.862 1.202
C -3.509 1.054 -1.311
O -2.612 0.457 -0.380
H -4.026 0.262 -1.849
H -2.923 1.664 -1.994
H -4.222 1.675 -0.769
```

Values from the calculation:
**Gap between HOMO and LUMO**: 6.36 eV
**Charge**: +2

Atom charges from the Mulliken analysis, given in e for atoms 1 to 2:
1. W 0.396
2. C -1.579



Record 5
C2HN3OS2 | the ωB97M-V functional and the def2-TZVPD basis

```
9
Properties=species:S:1:pos:R:3
C -0.015 0.171 -0.218
C -0.239 -1.227 1.280
H -0.401 -1.506 2.528
N 0.324 1.346 -0.968
N 0.192 0.001 1.181
N -0.422 -0.816 -0.900
O -0.634 -1.907 0.088
S 0.179 2.898 -0.526
S 1.014 1.041 -2.465
```

Values from the calculation:
**Gap between HOMO and LUMO**: 6.38 eV

Atom charges from the natural (NBO) analysis, given in e for atoms 1 to 2:
1. C 0.393
2. C 0.358



Record 6
C42H35FN3O7OsS2 | the ωB97M-V functional and the def2-TZVPD basis

```
91
Properties=species:S:1:pos:R:3
Os -1.387 0.865 -1.748
C -5.826 -4.493 -0.688
C -5.141 -3.200 -0.490
C -5.202 -2.548 0.746
C -4.526 -1.365 0.965
C -3.737 -0.848 -0.053
C -3.747 -1.416 -1.321
C -4.442 -2.586 -1.539
S -2.589 0.522 0.194
O -3.259 1.686 0.732
C -1.358 0.000 1.394
C -1.803 -0.515 2.581
C -0.939 -0.855 3.617
C 0.432 -0.533 3.541
C 1.278 -0.767 4.646
C 2.602 -0.397 4.604
C 3.101 0.226 3.466
C 2.289 0.443 2.355
C 0.958 0.076 2.375
C 0.115 0.137 1.092
C 0.442 1.403 0.301
C 0.260 2.646 1.003
C -0.369 2.729 2.266
C -0.464 3.916 2.949
C 0.089 5.092 2.428
C 0.669 5.068 1.186
C 0.747 3.870 0.447
C 1.335 3.856 -0.834
C 1.466 2.682 -1.518
C 1.067 1.449 -0.957
S 1.261 0.217 -2.311
O 0.611 -1.079 0.463
C 2.980 0.242 -2.782
C 3.246 0.396 -4.141
C 4.544 0.278 -4.599
C 5.591 -0.010 -3.715
C 6.980 -0.226 -4.183
C 5.290 -0.148 -2.353
C 4.001 -0.031 -1.878
H -6.661 -4.610 0.001
H -5.138 -5.318 -0.478
H -6.158 -4.618 -1.716
H -5.784 -2.990 1.541
H -4.632 -0.855 1.908
H -3.204 -0.928 -2.133
H -4.450 -3.044 -2.515
H -2.861 -0.631 2.733
H -1.329 -1.303 4.517
H 0.866 -1.245 5.522
H 3.242 -0.583 5.453
H 4.130 0.547 3.446
H 2.710 0.923 1.484
H -0.792 1.849 2.712
H -0.959 3.944 3.906
H 0.057 6.004 3.000
H 1.090 5.968 0.764
H 1.689 4.778 -1.268
H 1.920 2.661 -2.499
H 2.441 0.600 -4.833
H 4.744 0.393 -5.655
H 7.141 0.134 -5.194
H 7.208 -1.295 -4.170
H 7.698 0.245 -3.513
H 6.085 -0.367 -1.658
H 3.778 -0.160 -0.831
F 2.633 -3.882 3.270
C 1.455 -3.843 2.661
C 1.384 -3.671 1.320
N 0.189 -3.546 0.680
C 0.124 -3.110 -0.685
C 0.157 -1.540 -0.757
O 1.269 -1.244 -1.680
O -0.963 -1.015 -1.209
C -1.010 -3.497 1.396
O -2.047 -3.180 0.860
N -0.906 -3.809 2.718
C 0.253 -3.926 3.501
O 0.194 -4.028 4.690
H 2.278 -3.618 0.714
H -0.832 -3.427 -1.107
H 0.962 -3.504 -1.260
H -1.783 -3.867 3.229
C -3.320 4.306 -2.252
C -2.172 3.757 -3.018
N -1.716 4.433 -4.056
O -1.614 2.673 -2.687
H -3.672 5.251 -2.655
H -3.036 4.434 -1.207
H -4.141 3.589 -2.263
H -2.121 5.314 -4.341
H -0.962 4.070 -4.625
```

Values from the calculation:
**Gap between HOMO and LUMO**: 4.88 eV
**Charge**: +3

Atom charges from the Mulliken analysis, given in e for atoms 1 to 2:
1. Os 2.932
2. C -1.537